(1)
Formula: C51H101F9N15O13S2
Source: the OMol25 dataset
Level of theory: ωB97M-V/def2-TZVPD

HOMO-LUMO gap ... 5.601 eV
LUMO energy ... -14.80 eV

The geometry in ORCA input format:
```
! wB97M-V def2-TZVPD RIJCOSX def2/J DEFGRID3
* xyz 7 1
C 6.008 -5.519 3.189
H 1.238 2.668 3.018
C 2.692 -4.909 3.554
N 1.731 4.433 -2.193
C 0.166 7.030 0.142
H -8.984 5.958 1.636
H -7.531 6.177 3.847
O 1.661 -4.737 0.143
C -6.812 2.441 2.910
C 1.047 0.219 -5.832
H -6.984 1.445 3.284
H -2.644 0.462 -3.598
C -1.746 -0.055 -3.933
N 4.629 -1.447 -2.283
C 1.258 6.286 0.462
H 1.404 1.209 -5.600
O 3.467 -6.349 0.484
H -0.161 3.929 -1.509
H -5.302 4.666 1.137
H 1.720 -0.474 -0.211
C -0.332 -4.526 -3.132
N -0.174 -0.362 -5.780
H -8.488 7.565 2.131
C 0.310 4.129 -2.467
H 5.893 -2.440 7.594
H 1.624 -5.001 -3.917
C -2.194 7.168 0.948
H 7.902 -1.653 5.748
C -3.942 -4.210 -1.063
C -7.121 6.018 2.849
C 4.058 -1.960 -0.974
H 1.861 4.835 3.339
H -8.513 -1.488 -3.976
H 2.955 -1.693 1.654
O -0.733 -2.746 4.648
H 1.393 -1.726 2.612
H 5.619 -1.342 -2.065
C 1.327 3.182 2.061
H -0.949 -2.373 -6.057
H 5.847 -4.529 2.770
F -0.358 2.040 -0.590
N 1.945 -0.755 -6.193
H -4.000 -4.524 -2.105
H 6.017 -0.811 7.169
H -4.715 1.134 1.578
H 5.538 6.264 -1.688
N -0.828 6.676 0.992
H -1.955 -1.281 2.122
H 4.928 -7.283 3.180
H -3.981 -5.118 -0.464
H 4.393 7.306 -2.417
H 2.855 4.766 1.858
N 4.738 -6.295 3.021
H -7.495 -0.871 -5.293
H -2.887 -1.366 3.485
H 4.556 -2.094 -3.065
H -0.935 2.704 -3.798
O 2.474 -6.098 -1.739
H -6.259 6.682 2.782
C -7.391 3.594 3.372
H 0.372 3.139 1.543
H -2.966 -3.730 -0.983
O -1.291 -5.028 -2.662
C 1.994 -1.220 1.859
C 0.401 -6.755 -4.189
H 4.758 1.615 -3.802
C -4.742 -1.193 -2.241
H -2.257 8.071 0.343
O -0.664 5.309 3.885
H -4.721 -2.622 0.336
H 0.544 -3.346 -1.584
C -0.355 5.784 1.925
H 2.287 -4.415 4.438
H -7.531 6.784 0.935
H 1.867 -5.401 3.037
H 5.064 0.325 5.555
N 3.742 5.320 -2.278
H -0.535 -0.357 -1.090
C 4.689 -0.592 5.101
O 5.045 -2.979 5.155
H 6.776 -6.147 2.740
C 1.856 4.637 2.269
H -0.209 4.970 -2.924
H 3.615 -0.642 5.303
N -1.932 -1.349 3.138
N -5.983 2.754 1.820
N 0.652 -5.224 -4.120
C -6.441 -2.560 -2.526
H 3.790 -1.302 -7.050
C -4.991 -3.126 -0.590
H 4.392 -6.201 2.052
S 2.290 -6.008 -0.293
N -6.542 -1.636 -3.491
N -5.378 -2.307 -1.721
O -0.546 2.921 4.438
F 1.282 -8.523 -0.535
C 4.813 6.306 -2.500
H 0.478 -4.869 -5.057
H 0.783 -2.716 -3.312
H -0.548 -7.043 -4.635
H 2.973 -2.025 -0.956
C -7.567 -1.615 -4.505
O 3.656 -6.512 5.058
H -1.333 -0.141 4.711
C -5.219 1.862 0.942
C 1.164 -0.998 0.578
C 5.056 1.022 -2.942
N 6.139 -1.773 6.864
H -7.092 -3.405 -2.362
H -1.142 1.381 -5.461
H -2.081 -4.230 2.605
H 1.222 -7.218 -4.735
H 0.080 7.828 -0.579
N -6.760 4.641 2.712
C 1.006 -7.380 0.119
H 3.049 -4.105 2.912
H -2.830 6.449 0.433
H 2.109 2.820 -0.806
H 2.293 5.986 -3.625
H -0.405 -4.452 2.822
H -1.629 0.787 3.170
C -1.426 0.333 -5.376
H -8.104 3.761 4.164
C -1.128 -3.702 2.510
C 3.388 -0.611 -6.309
C 4.105 -0.094 -2.639
H 0.997 -1.956 0.069
F -1.838 1.734 1.022
H 0.656 2.054 -3.207
H -0.760 -2.561 -2.475
C 2.546 5.273 -2.853
H 4.446 -2.976 -0.902
H 3.811 -0.696 -5.311
N 0.965 5.562 1.583
F -3.422 2.786 4.063
H 8.135 -1.809 7.539
C 1.236 -1.934 -6.384
H 0.592 3.160 -4.405
H 5.375 6.042 -3.394
H 6.099 0.722 -2.831
C -1.173 -0.081 3.637
F -0.163 -6.978 -0.352
H 4.657 4.005 -0.823
O 2.943 -0.005 -2.956
C -5.518 -0.790 -3.314
H 4.648 -0.490 4.018
H -5.418 0.108 -3.904
F -2.667 3.704 2.257
C -1.018 -0.231 -0.111
O -1.678 4.483 5.951
C 5.251 -1.908 5.604
H 2.225 6.170 0.001
C 7.623 -2.183 6.656
H -5.815 1.317 0.213
H -4.469 2.516 0.503
F -2.406 1.403 -1.059
H 2.279 -0.226 2.214
S -1.277 4.169 4.578
F 1.009 -7.531 1.416
H -1.803 -1.124 -3.729
C -1.151 -2.605 3.545
C -1.402 1.304 -0.186
H -0.979 0.315 -3.250
H 4.996 1.692 -2.079
C -0.076 -1.740 -6.032
C 3.678 -5.923 4.031
H 3.586 0.360 -6.764
H -0.934 5.307 2.710
H -1.031 -3.380 1.474
C -2.919 3.916 3.567
O -2.084 -1.011 0.273
H -5.886 -3.633 -0.224
H 0.491 -7.131 -3.172
H 2.020 2.542 1.508
O -0.053 -0.413 0.939
C 2.523 3.653 -1.350
H 4.471 -1.350 -0.173
H -2.255 0.156 -6.060
H -2.411 7.359 1.998
C 0.126 -3.187 -2.579
C -5.927 4.115 1.821
C 0.073 2.940 -3.466
F -3.690 4.980 3.664
C 3.771 4.260 -1.383
H 6.314 -5.436 4.231
H -3.875 -0.739 -1.784
H -7.728 -2.612 -4.917
H -0.125 -0.194 3.376
C -8.117 6.585 1.834
H 7.579 -3.265 6.563
H 1.730 -2.797 -6.802
*
```

***

(2)
Formula: C5H20N3O3
Source: the OMol25 dataset
Level of theory: ωB97M-V/def2-TZVPD

HOMO-LUMO gap ... 8.432 eV
LUMO energy ... -2.89 eV

The geometry in ORCA input format:
```
! wB97M-V def2-TZVPD RIJCOSX def2/J DEFGRID3
* xyz 1 1
O -3.990 -0.510 -0.007
H 2.695 1.952 -1.917
H -2.038 0.157 2.612
H 2.290 1.923 -0.149
C -0.789 0.154 0.926
C 2.274 -0.234 -2.681
H -0.341 -2.218 -1.202
H 2.372 0.474 -3.512
H -2.663 -0.512 1.124
H -1.625 -1.329 2.156
H -0.212 -2.991 3.659
H 0.624 -1.908 2.894
H -0.355 -2.493 0.482
N -0.364 -1.832 -0.274
N -1.837 -0.398 1.783
H -4.395 0.258 -0.444
H 1.523 -0.904 -3.122
O -0.243 -2.345 2.954
H 0.084 1.357 -0.919
O 0.793 3.404 1.469
H 0.209 3.315 2.226
C 1.980 0.227 -1.285
N 2.612 1.523 -1.013
H 2.567 -0.487 -0.642
H -4.207 -1.177 -0.668
H 3.205 -0.821 -2.754
H -0.087 0.311 -2.234
C 0.401 0.331 -1.247
C -0.210 -0.458 -0.117
H 0.321 3.974 0.850
H -0.594 1.260 1.051
*
```

***

(3)
Formula: C35H43N10O3PS4W
Source: the OMol25 dataset
Level of theory: ωB97M-V/def2-TZVPD

HOMO-LUMO gap (spin up / spin down) ... 5.391 / 4.656 eV
LUMO energy (spin up / spin down) ... -1.77 / -2.50 eV

The geometry in ORCA input format:
```
! wB97M-V def2-TZVPD RIJCOSX def2/J DEFGRID3
* xyz 0 3
C 0.692 -4.979 2.770
C 1.943 -8.065 4.508
H 1.891 4.690 -1.674
H 0.739 6.964 -1.515
C -3.457 -0.972 -0.411
H -5.115 -2.593 -1.848
H 0.937 0.790 -6.550
H -0.381 6.435 -2.767
H 2.563 3.774 0.672
N -0.154 -6.388 4.463
C 1.736 3.765 1.390
C -0.518 -4.287 2.824
H 2.817 -6.844 2.960
H -1.284 -4.618 3.514
C 1.928 0.991 -0.964
H 3.002 2.595 -2.706
H -4.462 -0.573 -0.358
C 0.102 -0.190 -3.412
C -4.114 -2.980 -1.717
C 0.849 4.821 -1.991
S -1.579 -7.755 6.292
C -2.485 -4.710 -1.910
C 0.087 0.535 -4.604
H -1.386 7.042 -0.556
C -3.767 -4.249 -2.148
W -0.435 -1.065 -0.195
H 1.201 4.334 -4.081
H -4.497 -4.876 -2.643
C -2.019 6.270 -0.124
H 1.195 1.265 -1.706
H -2.762 2.946 -0.783
N 4.105 1.248 -0.019
C -2.878 3.921 -0.310
N -2.889 0.601 1.066
H 1.352 2.745 1.458
H 2.172 -0.919 1.662
H 2.632 -4.984 1.812
C -1.949 0.934 1.903
H 1.610 6.387 1.998
O -1.055 -8.314 7.516
H -1.566 2.050 3.564
H -0.623 1.346 -4.719
H -1.905 5.027 -1.857
C 1.665 -4.508 1.894
H -3.165 2.177 2.931
H 4.526 2.757 -1.928
C 0.867 -6.166 3.647
H -0.437 3.989 -3.535
H -3.877 4.305 -0.534
C 3.214 1.570 -0.944
P -0.136 4.085 -0.587
H 0.856 2.909 -3.076
H 2.152 4.046 2.361
H 2.565 -1.066 -6.265
H -3.059 6.582 -0.255
H 4.429 0.110 1.673
N -2.505 -0.435 0.267
H -1.828 6.237 0.951
H 2.044 6.273 0.301
H -2.176 -5.705 -2.196
N 0.930 -8.298 5.325
H 1.330 6.597 -3.132
C -3.157 -2.213 -1.077
C -1.802 4.905 -0.773
C 1.015 -1.234 -3.253
H -0.549 -4.176 -1.142
C 0.622 6.289 -2.357
N -1.890 -2.634 -0.907
C 3.714 0.366 0.901
C 0.644 4.757 0.968
H 2.130 -3.044 0.395
C -1.571 -3.869 -1.302
H -1.627 -2.631 2.052
C 1.899 -1.539 -4.288
C 0.615 3.962 -3.236
C 1.213 6.174 1.002
H 0.478 6.939 0.768
O -2.182 -6.443 6.413
S -0.387 0.195 1.924
C 1.397 -3.413 1.100
C -0.097 -7.442 5.270
H -0.169 4.685 1.702
O -2.296 -8.681 5.431
H 2.773 -8.764 4.554
H 2.605 -2.350 -4.159
C -0.703 -3.195 2.016
H -2.817 3.766 0.771
C 2.469 -0.214 0.901
N 0.227 -2.757 1.143
N 1.576 0.097 -0.063
C 1.875 -0.817 -5.469
C 1.975 -6.994 3.620
S -1.017 0.263 -2.128
C 0.964 0.223 -5.629
N -2.203 1.908 2.800
N 3.553 2.509 -1.870
S 1.051 -2.203 -1.783
*
```

***

(4)
Formula: HN2O3
Source: the OMol25 dataset
Level of theory: ωB97M-V/def2-TZVPD

HOMO-LUMO gap ... 7.122 eV
LUMO energy ... -7.29 eV

The geometry in ORCA input format:
```
! wB97M-V def2-TZVPD RIJCOSX def2/J DEFGRID3
* xyz 1 1
O 0.894 -0.444 0.123
N -1.575 -0.252 0.079
O -1.878 -1.332 0.040
O -1.442 0.824 0.082
H 2.546 0.616 -0.379
N 1.456 0.588 0.055
*
```

***

(5)
Formula: C32H29N7PPdS
Source: the OMol25 dataset
Level of theory: ωB97M-V/def2-TZVPD

HOMO-LUMO gap ... 6.966 eV
LUMO energy ... -3.30 eV

The geometry in ORCA input format:
```
! wB97M-V def2-TZVPD RIJCOSX def2/J DEFGRID3
* xyz 1 1
H 1.596 -2.212 -3.640
C 0.754 -0.263 4.409
H -4.127 0.476 -0.888
H -2.809 -2.235 -4.412
C -4.283 0.432 1.252
C -0.703 3.671 -1.170
C -2.232 0.195 0.053
H 0.967 -0.330 6.534
C 2.065 -0.180 -3.122
H 2.725 1.485 2.865
N -5.425 0.484 3.998
N -1.499 0.066 1.155
C 3.565 -1.225 2.279
N 2.643 1.052 1.951
P 0.848 -0.052 -1.792
N -0.030 -0.153 3.339
S -5.595 0.453 5.602
C -2.155 0.122 2.336
C -3.612 0.379 0.056
H 4.543 1.647 -4.536
C 2.907 0.901 -3.378
C -4.134 0.335 3.742
N -4.051 0.255 6.027
H 3.782 0.035 0.574
H 2.612 1.790 1.259
C -0.102 2.431 -1.008
C -3.541 0.300 2.424
C 3.775 0.154 1.658
C -0.343 2.001 -3.351
C 0.273 -0.234 5.712
C -2.393 -3.257 -2.571
H -1.244 3.558 -4.506
H -5.354 0.569 1.303
H 3.510 -1.165 3.369
H 0.027 -2.366 -0.375
H 4.435 -1.851 2.054
C -0.430 -1.308 -2.177
C -1.350 -0.006 3.538
H -0.824 4.326 -0.319
C 0.061 1.571 -2.087
C 4.057 -0.377 -5.053
H 1.808 -0.383 4.212
H -1.719 -4.081 -0.710
H -0.157 1.390 -4.226
C -1.135 4.072 -2.424
C -2.202 -2.258 -3.517
C -1.080 -0.085 5.927
C 2.238 -1.362 -3.833
C -3.347 0.203 4.907
H -1.601 5.038 -2.556
H 4.737 0.570 1.970
H -1.501 -0.058 6.921
C 3.229 -1.459 -4.799
H -1.712 0.146 -0.884
H 2.090 -2.681 2.249
H 3.353 -2.379 -5.351
H 2.402 -1.992 0.773
H 0.251 2.124 -0.025
C -1.914 0.033 4.820
N 2.316 -1.815 1.774
H -3.158 -4.007 -2.722
C -1.589 -3.296 -1.443
C -0.611 -2.331 -1.254
H -1.101 -0.529 -4.075
C 3.897 0.803 -4.340
H 2.782 1.827 -2.830
C -0.942 3.237 -3.519
N 1.526 -0.241 -0.395
Pd 0.635 -0.215 1.372
C -1.230 -1.292 -3.320
H 4.827 -0.452 -5.807
*
```

***

(6)
Formula: C16H13N2O6Tl
Source: the OMol25 dataset
Level of theory: ωB97M-V/def2-TZVPD

HOMO-LUMO gap ... 5.917 eV
LUMO energy ... -8.99 eV

The geometry in ORCA input format:
```
! wB97M-V def2-TZVPD RIJCOSX def2/J DEFGRID3
* xyz 2 1
H -3.319 2.614 1.674
N -1.061 0.191 2.180
O 0.807 4.388 -2.855
H 2.081 -0.697 0.259
O -3.143 1.464 -4.407
O 4.488 1.287 -2.938
H 1.150 1.228 -4.218
N -0.367 -0.464 1.248
C 2.733 -2.523 1.259
O 0.000 -0.289 -0.921
C -0.046 4.498 -5.875
H 3.719 -2.519 0.789
H -2.131 2.661 3.068
C -2.756 1.993 2.417
H 3.056 -4.327 2.387
O 0.136 5.244 -6.718
C -0.811 0.039 3.603
C 0.683 3.257 -3.013
C -0.134 -2.759 -5.234
H -3.473 1.391 3.037
C -2.040 1.310 -4.090
C -1.896 1.107 1.616
C 1.096 -3.566 2.745
Tl 0.443 0.654 -2.713
C 2.361 -3.537 2.147
H -0.944 1.041 4.061
C -0.724 0.047 0.070
O -0.409 -3.860 -5.223
H -1.575 -0.655 4.040
C 0.175 -2.560 2.418
C -1.760 1.027 0.208
C 3.379 1.046 -3.032
H 0.223 -0.337 3.819
H -2.274 1.561 -0.559
C 0.553 -1.539 1.518
H 0.790 -4.350 3.435
H -0.822 -2.538 2.872
C 1.811 -1.525 0.924
*
```

***

Which formula does entry 2 have? C5H20N3O3

***

Copy entry 3 word for word.
Formula: C35H43N10O3PS4W
Source: the OMol25 dataset
Level of theory: ωB97M-V/def2-TZVPD

HOMO-LUMO gap (spin up / spin down) ... 5.391 / 4.656 eV
LUMO energy (spin up / spin down) ... -1.77 / -2.50 eV

The geometry in ORCA input format:
```
! wB97M-V def2-TZVPD RIJCOSX def2/J DEFGRID3
* xyz 0 3
C 0.692 -4.979 2.770
C 1.943 -8.065 4.508
H 1.891 4.690 -1.674
H 0.739 6.964 -1.515
C -3.457 -0.972 -0.411
H -5.115 -2.593 -1.848
H 0.937 0.790 -6.550
H -0.381 6.435 -2.767
H 2.563 3.774 0.672
N -0.154 -6.388 4.463
C 1.736 3.765 1.390
C -0.518 -4.287 2.824
H 2.817 -6.844 2.960
H -1.284 -4.618 3.514
C 1.928 0.991 -0.964
H 3.002 2.595 -2.706
H -4.462 -0.573 -0.358
C 0.102 -0.190 -3.412
C -4.114 -2.980 -1.717
C 0.849 4.821 -1.991
S -1.579 -7.755 6.292
C -2.485 -4.710 -1.910
C 0.087 0.535 -4.604
H -1.386 7.042 -0.556
C -3.767 -4.249 -2.148
W -0.435 -1.065 -0.195
H 1.201 4.334 -4.081
H -4.497 -4.876 -2.643
C -2.019 6.270 -0.124
H 1.195 1.265 -1.706
H -2.762 2.946 -0.783
N 4.105 1.248 -0.019
C -2.878 3.921 -0.310
N -2.889 0.601 1.066
H 1.352 2.745 1.458
H 2.172 -0.919 1.662
H 2.632 -4.984 1.812
C -1.949 0.934 1.903
H 1.610 6.387 1.998
O -1.055 -8.314 7.516
H -1.566 2.050 3.564
H -0.623 1.346 -4.719
H -1.905 5.027 -1.857
C 1.665 -4.508 1.894
H -3.165 2.177 2.931
H 4.526 2.757 -1.928
C 0.867 -6.166 3.647
H -0.437 3.989 -3.535
H -3.877 4.305 -0.534
C 3.214 1.570 -0.944
P -0.136 4.085 -0.587
H 0.856 2.909 -3.076
H 2.152 4.046 2.361
H 2.565 -1.066 -6.265
H -3.059 6.582 -0.255
H 4.429 0.110 1.673
N -2.505 -0.435 0.267
H -1.828 6.237 0.951
H 2.044 6.273 0.301
H -2.176 -5.705 -2.196
N 0.930 -8.298 5.325
H 1.330 6.597 -3.132
C -3.157 -2.213 -1.077
C -1.802 4.905 -0.773
C 1.015 -1.234 -3.253
H -0.549 -4.176 -1.142
C 0.622 6.289 -2.357
N -1.890 -2.634 -0.907
C 3.714 0.366 0.901
C 0.644 4.757 0.968
H 2.130 -3.044 0.395
C -1.571 -3.869 -1.302
H -1.627 -2.631 2.052
C 1.899 -1.539 -4.288
C 0.615 3.962 -3.236
C 1.213 6.174 1.002
H 0.478 6.939 0.768
O -2.182 -6.443 6.413
S -0.387 0.195 1.924
C 1.397 -3.413 1.100
C -0.097 -7.442 5.270
H -0.169 4.685 1.702
O -2.296 -8.681 5.431
H 2.773 -8.764 4.554
H 2.605 -2.350 -4.159
C -0.703 -3.195 2.016
H -2.817 3.766 0.771
C 2.469 -0.214 0.901
N 0.227 -2.757 1.143
N 1.576 0.097 -0.063
C 1.875 -0.817 -5.469
C 1.975 -6.994 3.620
S -1.017 0.263 -2.128
C 0.964 0.223 -5.629
N -2.203 1.908 2.800
N 3.553 2.509 -1.870
S 1.051 -2.203 -1.783
*
```